Record 1
{"formula": "C5H8O2", "method": "wB97M-V/def2-TZVPD", "smiles": "O=C1CC[C@@H]1CO", "total_energy_ha": -345.68815, "de_lowest_kj_mol": 306.7, "elements": ["O", "C", "C", "C", "C", "C", "O", "H", "H", "H", "H", "H", "H", "H", "H"], "coordinates": [[0.047, -1.924, 1.785], [-0.003, -0.505, 1.591], [0.430, -0.085, 0.168], [-0.689, -0.036, -0.816], [-0.066, 0.721, -1.945], [0.881, 1.524, -0.616], [1.178, 2.635, -0.312], [-0.065, -2.092, 2.735], [0.664, -0.007, 2.291], [-1.034, -0.160, 1.773], [1.204, -0.784, -0.193], [-0.860, -1.108, -0.860], [-1.570, 0.493, -0.427], [-0.790, 1.177, -2.657], [0.673, 0.151, -2.518]], "mulliken_charge": [-0.52, -0.57, 0.01, -0.67, -0.69, 0.36, -0.44, 0.31, 0.33, 0.29, 0.30, 0.35, 0.34, 0.31, 0.27]}



Record 2
{"formula": "C5H6F2", "method": "wB97M-V/def2-TZVPD", "smiles": "F/C=C\\C=C/CF", "total_energy_ha": -393.77854, "de_lowest_kj_mol": 61.0, "elements": ["C", "C", "C", "C", "C", "H", "H", "H", "H", "H", "H", "F", "F"], "coordinates": [[-1.518, -0.638, 0.121], [-0.953, 0.622, -0.446], [0.206, 1.209, -0.129], [1.438, 0.589, 0.239], [1.766, -0.716, 0.114], [-1.319, -1.593, -0.444], [-1.150, -0.832, 1.100], [-1.726, 1.217, -1.040], [0.232, 2.298, -0.224], [2.255, 1.196, 0.604], [2.751, -1.114, 0.312], [-2.916, -0.549, 0.163], [0.934, -1.689, -0.370]], "mulliken_charge": [-0.28, -0.26, -0.16, -0.28, -0.19, 0.19, 0.32, 0.28, 0.29, 0.29, 0.35, -0.31, -0.23]}



Record 3
{"formula": "C51H43LiN12", "method": "wB97M-V/def2-TZVPD", "total_energy_ha": -2633.94237, "elements": ["Li", "C", "C", "N", "C", "C", "N", "C", "C", "C", "C", "C", "N", "C", "C", "N", "C", "C", "N", "C", "C", "C", "N", "C", "C", "H", "H", "H", "H", "H", "H", "H", "H", "H", "H", "H", "H", "C", "C", "C", "C", "C", "C", "C", "N", "C", "N", "C", "C", "C", "C", "C", "C", "C", "N", "C", "C", "C", "C", "C", "C", "C", "H", "H", "H", "H", "H", "H", "H", "H", "H", "H", "H", "H", "H", "H", "H", "H", "H", "H", "H", "H", "H", "H", "C", "C", "N", "C", "C", "C", "C", "C", "C", "C", "C", "N", "C", "N", "H", "H", "H", "H", "H", "H", "H", "H", "H"], "coordinates": [[-0.714, -0.674, 0.165], [0.018, -3.157, -3.888], [0.393, -2.495, -2.790], [-0.463, -1.478, -2.242], [-1.846, -1.727, -2.590], [-2.095, -2.350, -3.829], [-1.209, -3.007, -4.531], [-2.852, -1.410, -1.658], [-4.215, -1.284, -2.068], [-5.217, -1.057, -1.169], [-4.849, -0.965, 0.193], [-3.517, -1.014, 0.529], [-2.517, -1.174, -0.353], [-3.102, -0.862, 1.952], [-4.019, -0.853, 3.005], [-3.660, -0.708, 4.273], [-2.357, -0.580, 4.510], [-1.435, -0.601, 3.480], [-1.795, -0.739, 2.206], [-6.634, -0.887, -1.601], [-7.001, -0.871, -2.945], [-8.329, -0.696, -3.295], [-9.316, -0.535, -2.413], [-8.969, -0.555, -1.129], [-7.668, -0.724, -0.682], [0.672, -3.919, -4.301], [1.341, -2.681, -2.312], [-3.108, -2.364, -4.232], [-4.428, -1.358, -3.123], [-5.595, -0.826, 0.957], [-5.081, -0.967, 2.835], [-2.048, -0.465, 5.542], [-0.378, -0.512, 3.684], [-6.268, -0.992, -3.731], [-8.620, -0.681, -4.340], [-9.777, -0.426, -0.415], [-7.481, -0.733, 0.382], [4.235, 0.806, 1.206], [5.083, 0.037, 0.228], [6.304, 0.564, -0.189], [7.114, -0.109, -1.093], [6.715, -1.338, -1.596], [5.505, -1.880, -1.190], [4.693, -1.205, -0.285], [3.446, -1.819, 0.089], [2.216, -1.293, -0.298], [2.265, -0.635, -1.489], [1.307, 0.245, -2.070], [-0.016, -0.137, -2.370], [-0.885, 0.859, -2.836], [-0.432, 2.128, -3.126], [0.910, 2.447, -2.972], [1.783, 1.516, -2.435], [3.247, 1.851, -2.293], [1.119, -1.463, 0.378], [1.235, -2.204, 1.594], [1.730, -1.597, 2.747], [1.871, -2.313, 3.930], [1.498, -3.647, 3.968], [0.995, -4.251, 2.823], [0.861, -3.555, 1.624], [0.332, -4.224, 0.386], [4.501, 1.863, 1.185], [4.391, 0.437, 2.224], [3.172, 0.716, 0.982], [6.611, 1.530, 0.200], [8.052, 0.333, -1.408], [7.340, -1.871, -2.303], [5.169, -2.839, -1.568], [3.424, -2.248, 1.002], [3.200, -0.532, -1.848], [-1.916, 0.601, -3.031], [-1.124, 2.865, -3.519], [1.284, 3.422, -3.261], [3.430, 2.873, -2.620], [3.864, 1.195, -2.917], [3.598, 1.753, -1.263], [2.008, -0.550, 2.700], [2.265, -1.825, 4.813], [1.598, -4.215, 4.885], [0.705, -5.295, 2.855], [-0.131, -5.180, 0.631], [1.136, -4.410, -0.331], [-0.400, -3.592, -0.119], [-2.549, 2.771, 1.807], [-2.224, 1.998, 0.706], [-0.977, 1.613, 0.430], [0.005, 2.066, 1.211], [-0.212, 2.839, 2.355], [-1.533, 3.158, 2.663], [0.873, 3.226, 3.280], [2.080, 3.716, 2.996], [2.604, 4.213, 1.710], [1.818, 4.834, 0.746], [2.469, 5.397, -0.333], [3.791, 5.339, -0.487], [4.450, 4.696, 0.471], [3.934, 4.143, 1.563], [-3.581, 3.031, 2.002], [-2.996, 1.648, 0.026], [1.012, 1.750, 0.947], [-1.752, 3.719, 3.565], [0.645, 3.067, 4.331], [2.784, 3.841, 3.812], [0.744, 4.900, 0.853], [1.918, 5.924, -1.104], [5.527, 4.623, 0.353]], "mulliken_charge": [1.86, -0.82, -0.21, 1.70, -1.23, -0.46, -0.80, 1.02, -1.36, 1.21, -1.01, 0.21, 0.47, -0.27, -0.56, -0.67, -0.71, -0.39, 0.34, 0.87, -0.58, -0.38, -0.65, -0.43, -0.45, 0.40, 0.18, 0.37, 0.26, 0.28, 0.49, 0.43, 0.44, 0.33, 0.38, 0.38, 0.34, 0.05, 1.17, -0.75, -0.75, -0.60, -0.21, -0.81, 0.23, -1.33, 0.59, 0.25, -0.66, -0.56, -1.36, -0.87, 1.42, -1.48, 0.97, -1.71, 0.32, -0.83, -0.90, -0.97, 1.41, -1.17, 0.14, 0.52, -0.70, 0.45, 0.41, 0.40, 0.47, 0.40, 0.26, 0.58, 0.42, 0.43, 0.55, 0.38, 0.01, 0.64, 0.46, 0.37, 0.43, 0.51, 0.27, -0.05, -0.98, -0.60, 0.79, 0.10, 0.46, -0.73, -0.87, -0.58, 0.52, -0.18, -0.31, -0.59, -0.22, -0.58, 0.51, 0.43, 0.36, 0.53, 0.47, 0.42, 0.38, 0.46, 0.46]}



Record 4
{"formula": "C29H39AgBCl2N7O2S2", "method": "wB97M-V/def2-TZVPD", "charge": -2, "total_energy_ha": -3551.03294, "de_lowest_kj_mol": 0.0, "elements": ["Ag", "C", "C", "C", "C", "C", "C", "N", "N", "B", "N", "C", "C", "C", "N", "C", "C", "C", "N", "C", "C", "C", "N", "C", "C", "C", "H", "H", "H", "H", "H", "H", "H", "H", "H", "H", "H", "H", "H", "H", "H", "H", "H", "H", "H", "H", "H", "H", "H", "H", "H", "H", "H", "H", "Cl", "C", "Cl", "C", "O", "O", "H", "C", "C", "C", "C", "C", "C", "H", "H", "H", "H", "H", "S", "C", "N", "C", "C", "S", "H", "H", "H", "H", "H"], "coordinates": [[0.081, -0.815, 1.383], [3.153, -2.783, 2.503], [3.531, -1.511, 3.263], [2.566, -1.280, 4.428], [3.568, -0.312, 2.357], [4.600, 0.631, 2.193], [4.100, 1.522, 1.263], [2.861, 1.127, 0.930], [2.532, 0.004, 1.594], [1.877, 1.839, -0.034], [1.398, 0.886, -1.137], [1.580, 1.030, -2.461], [0.972, -0.024, -3.108], [0.422, -0.789, -2.064], [0.687, -0.234, -0.887], [-0.344, -2.078, -2.171], [-1.747, -1.959, -1.572], [0.431, -3.228, -1.524], [0.675, 2.403, 0.756], [0.237, 3.671, 0.817], [-0.896, 3.701, 1.605], [-1.088, 2.360, 1.985], [-0.132, 1.602, 1.470], [-2.154, 1.740, 2.838], [-3.543, 2.231, 2.435], [-1.886, 1.989, 4.323], [3.185, -3.651, 3.167], [2.137, -2.696, 2.113], [3.829, -2.956, 1.664], [4.545, -1.629, 3.665], [1.550, -1.163, 4.046], [2.572, -2.133, 5.113], [2.832, -0.379, 4.986], [5.565, 0.647, 2.672], [4.530, 2.404, 0.818], [2.462, 2.763, -0.550], [2.128, 1.877, -2.843], [0.918, -0.202, -4.172], [-0.446, -2.283, -3.242], [-1.693, -1.797, -0.493], [-2.287, -1.118, -2.010], [-2.316, -2.875, -1.752], [0.585, -3.022, -0.462], [-0.120, -4.168, -1.617], [1.410, -3.350, -1.991], [0.748, 4.451, 0.277], [-1.514, 4.554, 1.831], [-2.096, 0.662, 2.660], [-3.643, 3.305, 2.617], [-3.722, 2.055, 1.374], [-4.316, 1.717, 3.013], [-1.911, 3.060, 4.546], [-2.638, 1.492, 4.942], [-0.903, 1.608, 4.604], [-2.242, -1.578, -8.451], [-1.243, -1.144, -7.037], [-2.257, -1.139, -5.559], [-0.525, 0.244, -7.164], [-1.140, 1.151, -7.739], [0.587, 0.232, -6.606], [-0.519, -1.937, -6.906], [-2.139, -4.241, 4.278], [-1.821, -4.546, 2.961], [-1.206, -3.598, 2.148], [-0.870, -2.305, 2.587], [-1.214, -2.042, 3.926], [-1.830, -2.974, 4.757], [-2.620, -4.973, 4.917], [-2.057, -5.529, 2.562], [-0.984, -3.884, 1.124], [-0.995, -1.064, 4.349], [-2.071, -2.709, 5.783], [-2.487, 2.018, -1.650], [-1.619, 2.640, -2.905], [-1.423, 2.098, -4.107], [-0.430, 2.704, -4.982], [-0.428, 4.178, -4.603], [-0.779, 4.194, -2.818], [-1.741, 1.152, -4.272], [-0.693, 2.534, -6.025], [0.546, 2.247, -4.803], [-1.210, 4.728, -5.126], [0.536, 4.645, -4.798]], "mulliken_charge": [-0.23, -1.18, 0.44, -1.15, 0.19, -1.48, -0.28, -0.24, 0.58, -0.05, 0.48, -0.91, -0.74, -0.20, 0.86, 0.77, -1.03, -1.09, 0.49, -0.67, -1.02, -0.23, 0.61, 1.40, -1.57, -1.60, 0.42, -0.02, 0.37, 0.24, -0.05, 0.41, 0.39, 0.41, 0.47, -0.23, 0.45, 0.47, 0.11, -0.10, 0.20, 0.42, -0.13, 0.43, 0.37, 0.52, 0.37, -0.42, 0.29, 0.25, 0.46, 0.40, 0.40, 0.30, -0.23, 0.09, -0.20, 0.46, -0.75, -0.69, 0.30, -0.22, -0.59, 0.34, -0.99, 0.57, -0.80, 0.32, 0.36, 0.14, 0.21, 0.34, -0.24, 0.10, 0.04, -0.41, -0.69, -0.15, 0.02, 0.38, 0.19, 0.33, 0.41]}